(1)
26
Properties=species:S:1:pos:R:3:forces:R:3:mulliken_charge:R:1 method="wB97M-V/def2-TZVPD" lumo_energy_ev=-3.699 e_homo_ev=-12.5 charge=+1 de_lowest_kcal_mol=27.11 total_energy_ev=-14680.7338 homo_lumo_gap_ev=8.82
C 1.5624 2.9974 -0.0308 3.2 1.4 1.0 -0.244
C 2.0872 -1.4883 0.5982 0.5 1.4 -1.9 -0.378
C -2.5516 -0.6689 1.2116 -3.2 0.4 -1.0 -1.065
C -2.2150 -1.2939 -0.1335 2.9 4.2 1.3 -0.662
C -1.7727 -0.2768 -1.2018 -3.7 -0.4 -3.0 -0.578
C 2.3341 -0.5279 1.4556 -0.3 -1.0 1.4 -0.100
C -0.2420 1.5465 -0.8135 -0.1 1.5 -1.4 0.149
N 2.0981 -1.2424 -0.8121 0.4 1.2 -0.3 -0.656
N 0.8624 2.2317 -0.6963 0.1 -1.1 -0.1 -0.143
N -0.4517 0.2903 -1.0008 0.2 -1.5 1.3 0.087
F 2.8293 0.6536 1.1480 0.5 1.3 -0.8 -0.260
H 2.4507 3.5061 -0.5990 -1.7 -0.7 1.2 0.284
H 1.5489 3.1259 1.1115 -0.4 -0.1 -1.7 0.275
H 1.6528 -2.3429 0.9906 -0.6 -1.7 0.3 0.414
H -2.7222 -1.4970 1.8897 -0.1 0.2 0.5 0.336
H -1.7875 -0.0455 1.5351 1.6 1.0 0.9 0.332
H -3.5186 0.0162 1.1793 1.8 -1.6 0.0 0.279
H -2.9440 -1.9179 -0.3784 -3.2 -2.4 -1.9 0.504
H -1.3540 -1.8675 -0.0042 1.5 -1.5 0.5 0.306
H -1.8346 -0.8397 -2.2589 0.5 1.4 2.2 0.258
H -2.6204 0.5356 -1.2796 2.0 -1.1 0.1 0.402
H 2.1563 -0.6341 2.5079 0.0 -0.1 0.3 0.391
H -0.9540 2.2654 -1.1844 -1.3 -0.2 0.4 0.374
H 2.6093 -1.7995 -1.5005 -0.3 -0.6 0.9 0.238
H 0.2804 -0.4227 -0.7667 -0.1 0.7 -0.5 0.270
H 2.4962 -0.3037 -0.9670 -0.3 -0.5 0.2 0.187

=====

(2)
25
Properties=species:S:1:pos:R:3:forces:R:3:mulliken_charge:R:1 method="wB97M-V/def2-TZVPD" lumo_energy_ev="-10.115 / -9.810" e_homo_ev="-16.9 / -17.1" charge=+2 de_lowest_kcal_mol=126.10 total_energy_ev=-18561.0443 homo_lumo_gap_ev="6.80 / 7.33"
C 1.7743 -1.6665 2.1540 0.1 -1.0 0.2 -1.164
C 0.8076 -0.7345 1.6456 -1.7 1.9 -0.9 0.437
N 1.0560 -0.0531 0.5350 1.5 -2.8 1.2 0.302
C 2.2249 -0.3087 -0.3948 -0.5 1.3 -0.7 -0.914
C 0.0828 0.7186 0.0640 -0.3 10.1 -1.5 -0.357
N 0.4944 2.3515 0.2115 -4.0 -6.6 -1.8 -0.491
I 1.9594 3.2121 1.1248 1.3 0.4 0.8 0.436
C -1.1583 0.4375 -0.6848 0.3 -0.9 0.8 1.082
C -1.0370 -0.7548 -1.6602 1.0 0.5 -0.6 -1.253
C -1.8933 1.5885 -1.3307 -3.1 -2.3 -1.2 -1.794
H 1.5159 -2.6453 1.6270 0.6 0.8 0.3 0.363
H 2.8469 -1.3256 1.9663 -1.5 -0.8 0.5 0.403
H 1.4776 -1.8866 3.1802 0.7 0.1 0.2 0.369
H -0.2641 -0.4495 2.0826 2.5 -1.0 -0.5 0.435
H 3.0993 -0.5899 0.1143 0.9 -0.4 1.1 0.402
H 2.4819 0.6348 -0.9078 -0.5 -0.4 0.1 0.343
H 1.9764 -1.0935 -1.0949 -0.3 -0.1 -0.2 0.364
H -0.2788 2.9651 -0.1466 1.1 -0.9 0.4 0.230
H -1.7783 0.0038 0.1209 -0.3 0.2 0.2 0.300
H -1.9385 -0.5684 -2.2934 0.9 -1.1 0.2 0.415
H -0.9685 -1.7160 -1.1418 -0.6 0.1 -0.3 0.356
H -0.0771 -0.6658 -2.2317 -1.1 0.1 -0.1 0.331
H -1.8028 2.4595 -0.8128 0.0 2.6 1.2 0.590
H -3.0548 1.3655 -1.3462 2.3 0.2 0.4 0.402
H -1.7186 1.7118 -2.3954 0.7 0.1 0.0 0.414